Entry from the OMol25 dataset: C3H10FGaN5O7P2 as an isolated structure (wB97M-V/def2-TZVPD).

```
29
Properties=species:S:1:pos:R:3:forces:R:3
Ga 0.293370 1.630054 0.267498 0.112 0.055 -0.130
C -0.078522 -2.303776 0.452411 -0.023 0.008 0.019
C -0.588362 -1.418263 1.597378 -0.027 -0.001 -0.028
O -1.148849 -2.161921 2.664170 0.050 -0.018 -0.071
P -1.945931 -0.357833 1.012945 0.063 -0.243 0.153
O -2.904271 -1.247757 0.158856 0.040 0.174 -0.016
O -2.828409 0.132477 2.199680 -0.082 0.062 0.030
O -1.386054 0.785738 0.179677 0.208 0.050 -0.080
P 0.789809 -0.390479 2.266307 -0.115 -0.041 0.126
O -0.093507 0.749841 3.022370 0.078 -0.012 0.030
O 1.674185 -1.167684 3.126475 -0.053 0.005 -0.090
O 1.384558 0.358927 1.037857 -0.230 0.273 -0.094
H -0.843826 -3.039138 0.211117 0.014 -0.011 -0.014
H 0.827771 -2.820380 0.770237 -0.017 -0.017 0.031
H 0.161852 -1.725678 -0.441194 -0.004 0.022 0.017
H -0.426351 -2.596937 3.141730 0.005 0.008 0.028
H -3.855129 -1.156416 0.317639 0.039 -0.022 0.024
H -2.339969 0.518659 2.944805 0.019 -0.015 -0.008
H 0.330555 1.106329 3.817382 -0.017 -0.018 -0.014
N 1.771879 0.048667 -4.429171 0.053 0.091 0.139
N 1.473547 0.946613 -3.440350 0.227 0.038 -0.047
N 1.792247 2.222735 -3.556450 -0.236 -0.041 0.169
C 1.411743 2.695372 -2.381759 0.085 0.205 -0.076
N 0.905603 1.721837 -1.621102 0.001 -0.484 0.116
N 0.971065 0.583108 -2.319387 -0.174 0.297 0.135
H 1.813494 0.560904 -5.301685 -0.024 -0.105 -0.117
H 1.083170 -0.692799 -4.416073 -0.018 -0.049 -0.135
H 1.493529 3.726498 -2.080282 0.013 -0.014 0.008
F 0.260803 3.291299 0.798919 0.015 -0.197 -0.105
```
Positions in Å, forces in eV/Å.

Frontier orbital gap = 10.65 eV
Charge = +1
HOMO level = -13.94 eV

Entry from the OMol25 dataset: a 27-piece molecular cluster, H54O27 overall (wB97M-V/def2-TZVPD).

```
81
Properties=species:S:1:pos:R:3:forces:R:3
O 4.391303 2.301966 -0.151149 0.247 -0.596 0.134
H 3.768314 2.203271 -0.876655 -0.384 0.409 -0.194
H 4.847585 1.444364 -0.179870 0.143 0.140 0.021
O -2.231755 -3.084232 2.318758 -1.236 0.392 -0.967
H -2.352907 -2.380713 2.950569 -0.211 0.811 0.301
H -1.564232 -3.615053 2.681606 1.577 -1.567 1.010
O 0.660032 -4.520540 3.549198 -0.026 0.255 -0.248
H 0.909087 -3.573279 3.461216 -0.200 -0.236 0.006
H 0.818714 -4.766258 4.462154 0.021 0.041 0.116
O 3.225733 -0.477357 1.879559 0.104 0.427 -1.392
H 3.906069 -0.322044 1.177266 -0.162 -0.527 1.033
H 2.420724 -0.227280 1.361258 0.094 -0.119 0.599
O -2.226560 -0.143522 2.921017 0.229 0.063 -0.515
H -1.301401 -0.045089 3.178017 0.069 0.296 0.332
H -2.214174 0.269385 2.029269 -0.239 -0.175 0.379
O 3.334739 2.245993 2.626800 -0.528 0.177 1.567
H 3.819025 2.285334 1.820728 0.708 0.248 -1.499
H 3.445479 1.324153 2.887587 -0.120 -0.179 -0.087
O 2.687697 -1.911093 -1.263365 -0.032 1.980 -0.241
H 2.787712 -2.786654 -0.943843 0.151 -2.243 0.217
H 2.148498 -1.484111 -0.585930 -0.145 0.300 0.393
O -3.778195 3.298054 1.150589 0.747 -0.170 -0.381
H -4.726426 3.229357 1.142997 -0.494 0.001 0.236
H -3.431007 3.143395 2.050271 0.088 0.138 0.092
O 0.914029 0.017389 0.442420 1.372 1.184 -0.767
H 0.973581 0.889951 -0.037787 -0.458 -1.128 0.884
H 0.079667 -0.436459 0.302991 -0.829 -0.272 -0.293
O 0.371822 1.574780 3.052599 0.920 0.102 -0.018
H 0.561915 1.795452 2.094268 -0.160 -0.081 0.980
H 1.223749 1.794862 3.509244 -1.088 -0.216 -0.679
O -2.151584 2.834829 3.410557 0.096 0.107 -0.080
H -1.194761 2.714538 3.234375 -0.301 -0.041 0.057
H -2.398332 1.993656 3.810521 -0.020 -0.109 -0.017
O -1.646023 0.587378 -2.645771 -0.400 -0.276 -0.440
H -0.753319 0.207270 -2.658234 0.203 0.082 0.013
H -2.113997 0.052658 -3.331611 0.028 0.150 0.387
O 0.751385 4.882873 -0.818031 -0.075 0.057 -0.317
H -0.132335 5.273981 -0.906343 -0.331 -0.253 0.066
H 1.382394 5.498604 -1.186388 0.229 0.286 0.061
O -1.256280 -1.685759 0.299147 -1.109 -0.061 1.163
H -1.273643 -2.417699 1.003636 -0.263 1.268 -1.138
H -2.039748 -1.116764 0.582610 1.371 -0.843 -0.640
O -2.080286 4.869973 -0.975746 -0.045 0.007 0.871
H -2.531804 4.336965 -0.292116 0.239 0.377 -0.084
H -2.448994 4.522963 -1.786338 -0.166 -0.368 -0.625
O 2.828009 -4.621508 -0.855612 -0.241 -1.481 -0.563
H 2.703625 -5.349747 -1.524108 0.203 1.332 0.966
H 2.363932 -4.962790 -0.058156 0.000 0.230 -0.268
O 1.090211 -0.448356 -2.912614 -1.029 1.429 -0.667
H 1.465286 -0.955446 -2.218733 0.655 -0.908 1.214
H 1.450208 -0.876721 -3.676002 0.153 -0.259 -0.896
O 1.146940 -5.795209 1.084765 -0.301 1.334 -0.684
H 1.456222 -6.667684 0.949801 0.324 -1.414 0.184
H 1.006855 -5.623323 2.020296 0.051 0.099 0.543
O -4.674272 -2.743645 -3.807040 0.134 -0.248 -0.530
H -5.440054 -2.235147 -3.542787 -0.057 0.064 0.312
H -4.084926 -2.868950 -3.033445 -0.132 0.347 -0.103
O -2.732532 3.309929 -3.368465 1.184 0.699 -0.793
H -1.977757 3.757827 -3.818372 -0.972 -0.150 0.353
H -2.364991 2.418902 -3.317474 -0.105 -0.572 0.485
O -2.852096 -0.880606 -4.769224 0.131 0.410 -0.502
H -3.579791 -1.537850 -4.825934 0.252 0.272 0.179
H -2.805947 -0.346320 -5.582892 -0.277 -0.597 0.491
O -2.895158 -2.951588 -1.787581 0.294 0.030 2.201
H -2.160591 -2.394367 -1.379166 -1.157 -0.854 -0.511
H -3.352683 -3.342047 -0.984396 0.940 0.681 -1.370
O 1.169979 2.816007 0.872065 0.430 0.772 -0.540
H 1.878887 3.198490 1.434552 -0.476 -0.472 -0.514
H 0.985151 3.481843 0.160040 0.126 -0.350 0.703
O -2.486508 0.844691 0.197781 0.465 -1.074 0.707
H -2.975827 1.617582 0.455465 -0.563 1.034 -0.057
H -2.401998 0.800199 -0.755231 0.130 0.142 -0.718
O 5.079691 -0.693193 -0.430098 0.502 -0.888 -1.252
H 4.294970 -1.124471 -0.853386 0.166 0.291 0.336
H 5.817471 -1.129583 -0.928157 -0.729 0.767 0.896
O 0.881298 -1.750983 3.150981 0.654 0.775 -0.263
H 0.259931 -1.130497 2.720654 0.625 -0.434 0.177
H 1.772767 -1.328403 3.026977 -1.005 -0.512 0.023
O 2.176442 3.003026 -2.703750 2.119 0.318 0.571
H 1.817985 2.196991 -3.021136 -1.020 -0.897 -0.478
H 1.557804 3.713424 -2.671658 -1.087 0.245 0.070
```
Positions in Å, forces in eV/Å.

Frontier orbital gap = 10.97 eV
Charge = 0
HOMO level = -10.85 eV
Energy relative to the best compared isomer or geometry (same formula, charge and spin) = 0.216 eV

Entry from the OMol25 dataset: a 9-piece molecular cluster, C23H66FNO10S2Si overall (wB97M-V/def2-TZVPD).

```
104
Properties=species:S:1:pos:R:3:forces:R:3
C 4.518187 -1.665592 1.077987 0.086 -0.131 0.212
C 3.277566 -1.504274 0.221434 -0.222 -0.015 -0.221
O 2.792816 -2.761368 -0.228437 0.372 -0.183 0.032
C 2.129513 -0.833595 0.962908 0.009 -0.079 0.204
N 1.178486 -0.238944 0.042421 0.067 0.117 -0.188
C 0.015742 0.352426 0.683158 0.021 -0.162 0.224
C -1.017351 -0.726227 1.032955 0.064 0.073 0.181
O -2.349847 -0.203911 0.940545 0.333 -0.007 -0.320
Si -3.696155 -0.963269 1.471723 0.010 -0.035 0.216
S -5.305031 0.367146 1.221713 -0.074 0.083 -0.098
S -3.646053 -1.315678 3.564830 0.021 -0.134 0.190
C -3.900955 -2.583462 0.515024 -0.211 0.167 -0.234
C -2.900009 -3.688561 0.842686 -0.036 -0.057 0.125
F -5.218479 -3.045720 0.758536 0.173 -0.063 -0.031
H 4.300829 -2.304110 1.941176 0.006 0.046 -0.052
H 4.888117 -0.707722 1.449843 -0.047 0.023 -0.070
H 5.324166 -2.137528 0.508185 -0.059 0.020 0.007
H 3.517659 -0.884601 -0.657805 0.062 0.035 0.094
H 3.547802 -3.331796 -0.462905 -0.337 0.101 -0.094
H 2.525396 -0.107543 1.698525 -0.050 0.000 -0.126
H 1.615818 -1.617657 1.529344 0.080 0.032 0.040
H 1.650025 0.466049 -0.512296 -0.074 -0.004 -0.030
H 0.292262 0.889278 1.604098 -0.125 0.130 -0.101
H -0.440153 1.077665 0.008739 -0.019 -0.147 0.073
H -0.879520 -1.569442 0.348598 -0.079 0.077 -0.045
H -0.878367 -1.080777 2.061560 0.130 -0.058 -0.078
H -5.705236 -0.297643 0.133411 -0.214 0.055 -0.131
H -2.723289 -2.282653 3.471676 0.100 -0.034 0.077
H -3.874803 -2.342072 -0.556261 0.040 -0.047 0.087
H -2.366379 -4.058061 -0.032742 -0.075 0.064 -0.032
H -2.147349 -3.383504 1.575449 -0.077 -0.048 -0.036
H -3.468756 -4.516628 1.270162 0.098 0.021 0.024
C -9.558569 2.878257 -0.888421 0.068 0.023 0.056
C -8.871438 1.552675 -1.151986 -0.059 -0.015 0.009
O -8.149606 1.078287 -0.019276 -0.028 0.005 -0.002
H -8.825596 3.630775 -0.594689 -0.019 0.009 -0.008
H -10.080788 3.226811 -1.780631 0.005 -0.006 -0.015
H -10.292497 2.786591 -0.083931 -0.012 -0.004 -0.005
H -8.139245 1.649506 -1.950267 -0.006 -0.018 -0.018
H -9.605517 0.804566 -1.472772 0.021 -0.008 -0.023
H -8.767916 0.955673 0.708558 0.041 -0.002 -0.006
C 7.034078 -5.033690 -0.170755 0.044 0.062 -0.145
C 5.573431 -5.213064 0.174647 -0.027 -0.012 0.141
O 4.695339 -4.842407 -0.889076 0.060 0.021 -0.032
H 7.226952 -3.997639 -0.455718 0.022 -0.001 0.020
H 7.653619 -5.275372 0.691918 -0.003 0.013 -0.012
H 7.331855 -5.669690 -1.008674 -0.035 -0.035 0.020
H 5.304715 -4.558088 1.002678 0.033 -0.063 0.040
H 5.372921 -6.242719 0.487530 -0.023 0.006 -0.019
H 4.864732 -5.400774 -1.654030 -0.006 0.045 0.016
C -4.010909 4.163814 0.460021 -0.013 -0.126 0.106
C -2.623761 3.731267 0.031612 0.057 -0.165 -0.172
O -2.111278 2.637693 0.780282 0.052 0.249 0.144
H -4.009542 4.452456 1.512493 -0.030 0.000 -0.011
H -4.356649 5.010448 -0.135470 0.029 0.023 -0.018
H -4.718826 3.342714 0.325347 0.003 0.039 0.007
H -1.904082 4.540297 0.169411 -0.011 0.014 -0.007
H -2.634471 3.452569 -1.027518 -0.089 0.156 -0.023
H -2.690843 1.871330 0.692550 -0.026 -0.037 -0.047
C -0.467511 4.945121 -2.859461 -0.001 -0.044 0.074
C 0.227476 3.652871 -3.236488 0.040 -0.030 -0.031
O 0.519461 2.850704 -2.097003 -0.108 -0.067 -0.021
H 0.144454 5.521693 -2.165195 -0.018 -0.005 0.010
H -0.682181 5.562678 -3.732904 0.032 -0.047 -0.045
H -1.413893 4.703060 -2.373386 -0.027 0.141 0.001
H 1.189406 3.836781 -3.715043 -0.006 0.035 0.000
H -0.392798 3.095022 -3.947816 0.061 0.033 -0.018
H -0.309503 2.668857 -1.636712 0.033 0.063 0.053
C 9.229927 -2.272170 3.165416 0.026 -0.127 -0.036
C 7.843459 -2.503881 2.603484 -0.083 0.039 -0.030
O 7.389556 -3.844083 2.781610 -0.005 -0.002 0.129
H 9.945134 -2.951849 2.699956 0.006 0.017 0.002
H 9.557197 -1.246674 2.990591 -0.011 0.013 -0.010
H 9.248870 -2.433372 4.244274 0.007 0.021 0.008
H 7.823091 -2.344811 1.524738 0.032 0.053 0.009
H 7.130735 -1.802460 3.052882 -0.019 -0.007 -0.037
H 7.372169 -4.030692 3.726239 0.012 -0.001 -0.031
C -2.138316 0.545128 -3.840403 0.030 0.076 0.043
C -3.142771 0.610224 -2.706587 -0.039 -0.120 0.098
O -3.742187 1.891946 -2.556805 0.029 0.098 -0.103
H -1.343361 1.276992 -3.690814 -0.026 -0.075 0.009
H -1.682228 -0.444812 -3.895025 -0.014 0.001 0.019
H -2.615997 0.749466 -4.800783 -0.031 0.003 -0.037
H -2.654554 0.419656 -1.749843 0.022 -0.066 0.010
H -3.917963 -0.155194 -2.840357 0.014 0.015 0.020
H -4.240741 2.096918 -3.354341 0.000 -0.036 0.008
C -7.146348 1.914413 -6.557391 -0.102 -0.005 0.005
C -6.749850 1.449179 -5.171598 0.092 0.107 0.100
O -7.852851 1.014782 -4.389146 -0.033 -0.054 -0.114
H -7.877609 2.720338 -6.493267 0.005 -0.005 -0.013
H -6.277233 2.273737 -7.109638 0.019 0.001 0.006
H -7.587995 1.093437 -7.126251 -0.003 0.003 -0.025
H -6.316147 2.277823 -4.606417 0.009 -0.021 -0.034
H -5.994476 0.659389 -5.240729 0.043 -0.039 0.023
H -8.271291 0.274225 -4.841055 -0.003 0.021 0.042
C 8.881288 1.708908 6.651384 0.088 -0.008 -0.027
C 8.613748 0.323442 6.098247 -0.057 -0.028 -0.054
O 9.797569 -0.450160 5.940586 0.041 0.000 0.125
H 9.577695 2.247010 6.007934 -0.006 0.008 0.012
H 7.956556 2.282727 6.722350 -0.016 -0.007 -0.006
H 9.315186 1.649235 7.652285 -0.005 0.007 0.002
H 8.187062 0.385671 5.096469 -0.045 0.030 0.021
H 7.891475 -0.202589 6.732658 0.005 -0.024 -0.018
H 10.213527 -0.551198 6.803281 -0.007 0.021 -0.035
```
Positions in Å, forces in eV/Å.

Structure (SMILES) = C[C@@H](O)CNCCO[Si](S)(S)[C@@H](C)F.CCO.CCO.CCO.CCO.CCO.CCO.CCO.CCO
Frontier orbital gap = 9.04 eV
Charge = 0
HOMO level = -8.43 eV
Energy relative to the best compared isomer or geometry (same formula, charge and spin) = 0.000 eV